This record from the OMol25 dataset describes a cluster of 2 separate species, C3H8IN2 in total. The level of theory is wB97M-V/def2-TZVPD.

Its net charge is +1. The calculation puts the gap between HOMO and LUMO at 8.58 eV. As for the energy above the lowest of the compared OMol25 structures with the same formula, charge and spin: 245.6 kJ/mol. As for the maximum force: 3.1 eV Å⁻¹. The calculation puts the LUMO energy at -4.8 eV. The calculation puts the HOMO energy at -13.4 eV.

Last column: Löwdin charge in e.
Geometry (Å):
C1 1.400 0.007 -1.238  -0.1613
C2 0.475 1.162 -1.410  -0.1672
C3 -1.400 -0.081 2.210  -0.6754
N1 -2.025 -1.222 2.288  0.0299
N2 0.608 0.509 -0.104  -0.1171
I1 -1.856 1.495 3.444  0.9999
H1 0.931 -0.946 -1.656  0.1233
H2 2.574 0.127 -1.245  0.1524
H3 -0.462 0.858 -1.919  0.1101
H4 0.684 2.248 -1.343  0.1211
H5 -1.821 -2.024 1.593  0.1797
H6 -2.662 -1.499 3.159  0.1875
H7 -0.713 0.196 1.137  0.1224
H8 1.237 1.013 0.506  0.0947

=====

This record from the OMol25 dataset describes a cluster of 10 separate species, C15H50N10O15 in total. The level of theory is wB97M-V/def2-TZVPD.

The calculation puts the gap between HOMO and LUMO at 9.89 eV. As for the energy above the lowest of the compared OMol25 structures with the same formula, charge and spin: 74.9 kJ/mol. As for the maximum force: 3.4 eV Å⁻¹. The calculation puts the LUMO energy at 0.4 eV. The structure (SMILES) is NC(N)=O.NC(N)=O.NC(N)=O.NC(N)=O.NC(N)=O.OCCO.OCCO.OCCO.OCCO.OCCO. The calculation puts the HOMO energy at -9.5 eV.

Last column: Löwdin charge in e.
Geometry (Å):
N1 -2.706 -4.229 0.720  0.1644
C1 -1.372 -4.115 1.036  -0.5563
N2 -0.788 -5.217 1.675  0.1682
O1 -0.741 -3.089 0.636  -0.0714
H1 -3.225 -3.435 0.376  0.0875
H2 -3.299 -4.755 1.298  0.0840
H3 -1.367 -5.828 2.215  0.0902
H4 0.177 -5.159 2.048  0.0489
N3 3.176 -3.505 3.894  0.1463
C2 1.974 -3.696 3.190  -0.6198
N4 1.468 -2.564 2.605  0.1875
O2 1.419 -4.770 3.113  0.0019
H5 3.571 -4.342 4.302  0.0959
H6 3.624 -2.566 3.992  0.0710
H7 0.662 -2.628 1.989  0.0565
H8 1.874 -1.680 2.840  0.0512
N5 -1.932 1.739 0.868  0.1732
C3 -1.569 1.025 2.011  -0.5724
N6 -1.367 -0.327 1.746  0.1570
O3 -1.283 1.498 3.151  -0.0310
H9 -1.800 2.732 0.964  0.0721
H10 -1.505 1.506 -0.037  0.0844
H11 -1.186 -0.956 2.513  0.1142
H12 -1.483 -0.763 0.846  0.0589
N7 -0.219 4.292 2.052  0.1626
C4 0.726 4.025 1.139  -0.7223
N8 1.095 2.765 0.822  0.1786
O4 1.196 4.965 0.544  0.0244
H13 -0.595 3.694 2.790  0.0893
H14 -0.440 5.306 2.049  0.1356
H15 0.873 2.088 1.579  0.0840
H16 2.044 2.663 0.526  0.0987
N9 -1.341 -3.798 -4.510  0.1448
C5 -1.728 -3.071 -3.379  -0.6401
N10 -1.750 -3.828 -2.260  0.1707
O5 -2.020 -1.883 -3.303  0.0227
H17 -1.691 -3.339 -5.336  0.0982
H18 -1.779 -4.692 -4.493  0.0826
H19 -1.772 -3.356 -1.368  0.0562
H20 -1.159 -4.653 -2.261  0.1165
O6 -1.557 4.415 -1.841  -0.0947
C6 -0.966 3.909 -3.043  -0.2083
C7 0.570 3.975 -2.910  -0.2809
O7 1.131 5.208 -2.640  -0.0607
H21 -1.086 5.250 -1.677  0.0774
H22 -1.275 2.813 -2.984  0.1315
H23 -1.442 4.332 -3.872  0.0887
H24 1.101 3.553 -3.802  0.1105
H25 0.817 3.311 -2.067  0.0957
H26 1.410 5.337 -1.721  0.0689
O8 4.094 1.420 -2.272  -0.0763
C8 4.134 2.771 -2.686  -0.2448
C9 4.184 2.781 -4.212  -0.2278
O9 2.924 2.554 -4.855  -0.0922
H27 3.760 1.280 -1.370  0.0824
H28 3.229 3.343 -2.344  0.1132
H29 4.995 3.290 -2.261  0.1137
H30 4.949 2.097 -4.525  0.1066
H31 4.515 3.778 -4.549  0.1274
H32 2.543 1.650 -4.698  0.1108
O10 -4.305 -0.991 0.393  -0.1078
C10 -5.218 -0.506 -0.642  -0.1999
C11 -5.690 -1.687 -1.490  -0.2222
O11 -6.371 -2.728 -0.762  -0.0826
H33 -3.600 -0.319 0.572  0.0555
H34 -6.000 0.028 -0.106  0.1152
H35 -4.699 0.176 -1.288  0.1097
H36 -4.822 -2.248 -1.865  0.1116
H37 -6.372 -1.334 -2.290  0.1264
H38 -7.312 -2.536 -0.804  0.0751
O12 4.074 -0.780 4.204  -0.0813
C12 3.405 -0.071 5.193  -0.2660
C13 2.374 0.892 4.607  -0.2263
O13 1.467 0.252 3.693  -0.0994
H39 3.984 -0.288 3.353  0.1236
H40 2.916 -0.776 5.879  0.1287
H41 4.022 0.596 5.823  0.1228
H42 2.996 1.689 4.026  0.1465
H43 1.871 1.379 5.436  0.1192
H44 0.634 0.767 3.748  0.0598
O14 1.338 -0.009 0.504  -0.1174
C14 1.130 -0.861 -0.640  -0.2316
C15 0.370 -0.172 -1.732  -0.1837
O15 -1.019 -0.066 -1.266  -0.1171
H45 0.457 0.066 0.975  0.0441
H46 2.182 -0.994 -1.008  0.1301
H47 0.686 -1.863 -0.436  0.1001
H48 0.389 -0.707 -2.685  0.1212
H49 0.778 0.787 -1.933  0.0903
H50 -1.456 -0.818 -1.713  0.0493

=====

This record from the OMol25 dataset describes a structure of composition C8H10BiN2. The level of theory is wB97M-V/def2-TZVPD.

Its net charge is -1. The calculation puts the gap between HOMO and LUMO (alpha / beta) at 4.25 / 5.29 eV. As for the energy above the lowest of the compared OMol25 structures with the same formula, charge and spin: 280.9 kJ/mol. As for the maximum force: 3.5 eV Å⁻¹. The calculation puts the LUMO energy (alpha / beta) at 1.4 / 2.3 eV. The calculation puts the HOMO energy (alpha / beta) at -2.9 / -3.0 eV.

Last column: Löwdin charge in e.
Geometry (Å):
C1 -2.276 -1.316 -0.501  -0.2650
C2 -2.434 -1.143 0.899  -0.2321
C3 -1.666 -2.159 1.564  -0.2087
C4 -1.048 -2.970 0.558  -0.2055
C5 -1.425 -2.433 -0.722  -0.2307
Bi1 0.721 0.918 -1.540  1.2497
N1 1.878 -0.684 -2.779  -0.3094
C6 -0.613 2.895 -0.404  -0.3742
C7 -0.700 2.810 0.975  -0.0488
H1 -1.589 -2.307 2.641  0.0511
H2 -3.028 -0.372 1.392  0.0471
H3 -0.399 -3.824 0.727  0.0506
H4 -1.105 -2.826 -1.689  0.0553
H5 -2.731 -0.707 -1.268  0.0420
H6 -1.682 2.765 1.459  0.0555
H7 0.261 3.392 -0.869  0.0036
H8 2.557 -0.019 -3.196  -0.1639
H9 0.178 2.929 1.604  0.0512
H10 -1.519 2.837 -1.027  0.0431
N2 3.633 1.426 0.298  -0.0641
C8 2.677 1.277 -0.359  -0.5468